Entry 1:
C46H58AsN4O2PS3Ti | ωB97M-V/def2-TZVPD

The net charge is +2. As for the HOMO-LUMO gap: 0.2082 Ha.

```
116
Properties=species:S:1:pos:R:3:forces:R:3
Ti 0.4116 1.1498 0.7432 0.164 -2.587 -0.623
O 0.2624 4.5464 4.9212 -0.172 -0.064 -0.084
C -0.9810 4.0437 4.8023 0.191 0.075 0.118
C -1.9171 4.4514 5.7499 -0.074 0.014 0.025
C -3.2135 3.9925 5.6825 -0.068 -0.012 0.029
C -3.6192 3.1047 4.6773 0.114 0.091 0.066
C -2.6974 2.6731 3.7569 0.047 -0.005 0.039
C -1.3657 3.1327 3.8020 -0.063 -0.234 0.113
C -0.4517 2.6875 2.7754 -0.304 -0.082 -0.628
O -0.9115 1.7950 1.8698 0.078 1.005 0.842
N 0.7518 3.2163 2.6638 0.308 -0.119 -0.170
N 1.2242 2.8762 1.3755 -0.374 0.373 0.952
C 1.5439 3.8202 0.5805 0.003 0.399 -0.388
C 0.8614 3.6952 -0.7145 0.366 -0.217 0.537
C 0.8413 4.6744 -1.6614 -0.128 0.281 -0.454
C -0.1867 4.6460 -2.6229 0.397 0.221 0.101
C -1.1218 3.6530 -2.5619 -0.216 -0.430 0.138
C -1.0153 2.6585 -1.5685 -0.050 0.318 -0.201
N -0.0495 2.6781 -0.6683 -0.127 0.573 -0.567
H 0.7798 4.3053 4.1326 0.056 0.004 0.021
H -1.5983 5.1411 6.5199 -0.012 -0.010 -0.019
H -3.9290 4.3312 6.4215 0.006 -0.007 -0.023
H -4.6456 2.7674 4.6277 -0.004 0.012 0.002
H -2.9731 1.9668 2.9852 0.028 0.014 -0.036
H 1.9769 4.7524 0.9366 -0.231 0.086 -0.015
H 1.5742 5.4704 -1.6390 -0.036 -0.004 -0.016
H -0.2508 5.4215 -3.3746 0.017 -0.009 0.016
H -1.9552 3.6189 -3.2499 0.000 0.001 0.020
H -1.7877 1.9119 -1.4601 0.027 -0.062 0.003
C -3.9544 -1.8837 1.2043 0.033 -0.102 -0.041
C -2.6773 -1.9557 0.3793 -0.112 0.137 0.056
S -1.1432 -1.4919 1.1998 0.384 0.102 -0.005
C -1.0351 -2.6671 2.5641 -0.156 -0.093 0.031
C -1.8503 -2.4258 3.8426 -0.016 -0.117 -0.055
S -1.9737 -0.6950 4.3437 0.074 0.065 -0.036
C -3.7184 -0.5519 4.7624 -0.144 0.025 -0.064
C -4.7632 -0.7395 3.6376 0.142 -0.081 0.086
S -4.3106 -0.2685 1.9461 0.022 0.112 0.008
H -3.9280 -2.6293 1.9955 -0.037 0.001 0.004
H -4.7819 -2.1500 0.5444 -0.004 -0.030 -0.003
H -2.7366 -1.3044 -0.4936 0.006 0.000 0.083
H -2.5386 -2.9692 -0.0004 -0.064 0.038 -0.007
H 0.0240 -2.7319 2.7991 0.029 0.047 -0.009
H -1.3084 -3.6327 2.1307 0.037 -0.043 0.093
H -1.3806 -2.9946 4.6462 -0.036 -0.052 -0.003
H -2.8568 -2.8230 3.7267 -0.006 0.064 0.028
H -3.7954 0.4485 5.1900 0.035 -0.038 -0.048
H -3.9435 -1.2530 5.5667 -0.039 0.027 0.029
H -5.6477 -0.1556 3.8910 -0.007 0.001 0.030
H -5.0946 -1.7762 3.5997 -0.013 -0.015 -0.016
C 5.2228 -0.9134 -6.0447 -0.063 0.015 0.036
C 3.9241 -0.6806 -5.3192 0.142 -0.069 -0.096
C 2.8844 -1.5948 -5.3887 -0.033 -0.068 -0.016
C 1.6746 -1.4327 -4.7164 0.138 0.034 0.003
C 0.5980 -2.4292 -5.0977 0.024 0.073 0.090
C 1.5315 -0.3047 -3.8751 0.104 -0.335 -0.035
As 0.0306 0.0255 -2.6767 -0.125 0.351 0.103
N 0.7369 0.1651 -0.8667 0.662 0.299 0.424
C 2.1213 -0.0612 -0.4961 -0.468 -0.034 -0.170
C 2.4792 -1.2464 0.1611 0.010 -0.115 -0.063
C 3.8064 -1.5470 0.4098 -0.015 0.042 -0.020
C 4.8047 -0.6524 0.0340 0.039 -0.005 0.010
C 4.4659 0.5637 -0.5417 -0.010 -0.074 0.033
C 3.1354 0.8550 -0.7993 -0.019 0.155 -0.043
C -1.0143 -1.5980 -2.5729 -0.025 -0.211 -0.014
C -2.3516 -1.4388 -2.9834 -0.072 -0.001 -0.077
C -2.9516 -0.1169 -3.4221 -0.019 -0.023 0.040
C -3.1947 -2.5442 -2.9907 -0.045 -0.006 -0.023
C -2.7614 -3.8009 -2.5901 -0.058 -0.092 -0.043
C -3.6861 -4.9888 -2.6200 0.044 0.043 0.018
C -1.4393 -3.9346 -2.1845 0.003 -0.039 -0.035
C -0.5502 -2.8656 -2.1871 -0.084 -0.009 -0.093
C 0.8794 -3.1863 -1.8460 0.005 -0.003 0.013
C 2.4956 0.7202 -3.9606 -0.024 0.056 -0.073
C 2.2066 2.1368 -3.5310 -0.023 0.035 -0.026
C 3.6830 0.5060 -4.6428 0.022 0.083 0.053
H 5.2982 -1.9336 -6.4165 -0.035 0.004 0.011
H 6.0770 -0.7260 -5.3933 -0.025 0.013 0.019
H 5.3127 -0.2391 -6.8981 -0.012 0.006 0.006
H 2.9997 -2.4694 -6.0214 0.009 0.036 0.020
H 0.7755 -2.7306 -6.1292 -0.003 -0.008 0.014
H -0.4056 -2.0182 -5.0515 -0.039 0.064 0.046
H 0.6121 -3.3348 -4.4953 0.024 -0.021 0.050
H 1.6873 -1.9339 0.4186 -0.025 -0.045 0.018
H 4.0686 -2.4831 0.8875 0.006 0.020 -0.014
H 5.8451 -0.8985 0.2057 -0.026 0.000 0.000
H 5.2357 1.2759 -0.8092 -0.007 -0.014 0.004
H 2.8786 1.7842 -1.2796 -0.032 0.057 -0.015
H -2.3211 0.4379 -4.1152 0.042 -0.024 -0.025
H -3.1521 0.5346 -2.5647 0.014 -0.022 -0.005
H -3.9063 -0.2848 -3.9181 0.009 -0.038 0.029
H -4.2200 -2.4203 -3.3237 0.037 -0.006 0.004
H -4.7045 -4.6946 -2.8680 0.012 0.007 0.005
H -3.7022 -5.5014 -1.6564 0.012 0.015 -0.010
H -3.3570 -5.7157 -3.3645 0.014 0.019 0.007
H -1.0721 -4.9150 -1.8909 -0.021 0.039 -0.017
H 1.2350 -4.0076 -2.4713 -0.022 0.001 0.025
H 0.9558 -3.5257 -0.8121 -0.007 0.010 0.019
H 1.5602 -2.3538 -1.9947 -0.007 0.086 -0.010
H 1.4077 2.2036 -2.7992 -0.019 0.016 0.076
H 3.0906 2.6412 -3.1388 0.030 -0.018 -0.030
H 1.8795 2.7064 -4.4046 -0.010 -0.020 -0.017
H 4.4184 1.3051 -4.6822 -0.026 -0.040 -0.001
C 2.1876 -1.3590 3.4691 -0.037 -0.047 0.022
P 1.8323 0.3835 3.0527 -0.142 0.148 -0.317
C 1.2928 0.9695 4.6895 -0.030 0.009 0.066
C 3.4774 1.1391 2.9308 0.102 -0.027 0.020
H 3.1384 -1.3836 4.0046 -0.020 -0.045 0.015
H 2.2479 -2.0203 2.6122 0.021 0.016 -0.020
H 1.4093 -1.7161 4.1436 0.001 0.011 0.009
H 1.9034 0.4459 5.4273 -0.014 0.030 0.050
H 0.2451 0.7415 4.8780 -0.002 -0.027 -0.024
H 1.4541 2.0391 4.7921 0.016 -0.015 0.009
H 4.0308 0.9137 3.8439 0.054 0.030 -0.016
H 3.3827 2.2200 2.8392 -0.007 0.018 0.020
H 4.0268 0.7571 2.0733 -0.019 -0.013 0.001
```
Forces are in eV/Å.



Entry 2:
C6H13NS | ωB97M-V/def2-TZVPD

As for the multiplicity: 3. As for the energy above the lowest of the compared OMol25 structures with the same formula, charge and spin: 86.6 kcal per mole. As for the HOMO-LUMO gap (alpha / beta): 0.2343 / 0.2436 Ha.

```
21
Properties=species:S:1:pos:R:3:forces:R:3
C -4.1275 -2.7202 -1.0708 0.085 -0.238 0.240
C 3.6355 -1.5831 0.4014 1.554 1.158 0.456
C -2.2826 1.4187 -0.2121 -3.046 5.766 6.479
C 2.4381 -0.9291 1.0782 1.437 2.283 -0.226
C -1.5047 2.5688 0.3142 -1.209 0.865 -1.221
C -1.8367 0.6272 -1.1753 1.187 -7.995 -7.800
N -3.6627 -2.0296 -0.2479 -0.286 0.436 -0.461
S 3.8719 -0.5155 -1.1154 1.038 -0.906 -0.093
H 2.9076 0.3379 -0.8547 -0.423 0.413 0.141
H 3.4469 -2.6198 -0.0122 0.414 1.130 1.046
H -3.2385 1.1968 0.1785 -0.906 0.118 0.766
H 1.6847 -0.9841 0.3209 -1.025 0.500 -0.018
H 2.6999 0.1885 1.4255 -0.640 -2.383 -1.149
H 2.1217 -1.3951 1.9500 -0.596 -1.194 1.591
H -2.2357 3.4100 0.6689 1.725 -1.695 0.152
H -0.7546 2.1124 1.0112 -0.290 1.055 0.002
H -0.9563 3.0267 -0.5650 -0.137 -0.417 0.932
H -0.8899 0.6673 -1.6030 1.663 0.202 -0.392
H -2.4462 -0.2667 -1.6401 1.099 2.210 0.963
H -3.4470 -1.0903 0.0407 0.133 -0.313 0.343
H 4.5761 -1.4208 1.1071 -1.777 -0.994 -1.750
```
Forces are in eV/Å.



Entry 3:
C22H25F6INO4PS4SbScSeSi | ωB97M-V/def2-TZVPD

As for the multiplicity: 2. The net charge is -1. As for the energy above the lowest of the compared OMol25 structures with the same formula, charge and spin: 57.8 kcal per mole. As for the HOMO-LUMO gap (alpha / beta): 0.2166 / 0.2402 Ha.

```
68
Properties=species:S:1:pos:R:3:forces:R:3
Sc 0.6460 -0.4986 0.4195 0.209 -0.884 0.437
O 4.7942 -3.1346 6.7853 0.138 -0.089 0.035
C 4.0457 -2.6579 5.9746 -0.251 0.085 -0.005
S 2.6233 -1.6968 6.3908 0.068 -0.015 -0.108
C 2.0845 -1.3143 4.7508 -0.180 0.111 -0.017
C 2.8569 -1.8615 3.7096 0.020 -0.002 -0.062
S 2.6837 -1.7222 2.0321 0.060 0.046 0.134
S 4.2223 -2.8496 4.2264 0.060 0.035 -0.094
S 0.7138 -0.3779 4.5971 0.136 0.178 -0.072
O -2.6696 -1.5341 2.5948 0.238 0.084 0.014
C -2.0470 -1.0631 1.6707 -0.979 -0.248 -0.129
O -0.7884 -0.7296 1.6748 -0.567 -0.137 0.759
C -2.7495 -0.7648 0.3264 0.416 0.126 0.216
P -1.6863 0.4732 -0.5071 -0.895 0.117 0.021
C -2.5593 0.7664 -2.0813 0.358 -0.156 -0.055
C -3.8134 1.3690 -2.1342 0.025 -0.006 -0.037
C -4.4530 1.5234 -3.3532 -0.064 0.029 0.004
C -3.8439 1.0834 -4.5215 0.013 -0.031 -0.014
C -2.5939 0.4859 -4.4723 -0.017 -0.015 -0.063
C -1.9518 0.3234 -3.2531 -0.004 0.063 0.059
C -2.0509 2.0203 0.3994 0.135 -0.073 0.073
C -1.6531 3.2251 -0.1845 -0.045 -0.019 0.037
C -1.8202 4.4193 0.4944 0.000 0.086 0.021
C -2.3651 4.4274 1.7721 0.000 -0.018 -0.009
C -2.7457 3.2335 2.3639 -0.045 0.026 0.089
C -2.5902 2.0313 1.6851 0.023 0.032 -0.140
H -3.7884 -0.4671 0.4623 0.031 0.018 0.098
H -2.7162 -1.6780 -0.2729 0.040 0.025 -0.018
H -4.2795 1.7239 -1.2224 -0.016 0.006 -0.008
H -5.4295 1.9892 -3.3981 0.000 0.008 0.023
H -4.3477 1.2061 -5.4719 0.003 0.016 -0.005
H -2.1179 0.1514 -5.3851 0.015 -0.018 0.008
H -0.9726 -0.1375 -3.1946 -0.004 -0.007 -0.047
H -1.2047 3.2220 -1.1707 0.017 0.003 -0.004
H -1.5106 5.3512 0.0395 0.041 -0.020 -0.040
H -2.4751 5.3609 2.3088 -0.013 0.008 0.002
H -3.1572 3.2321 3.3658 -0.013 -0.017 -0.004
H -2.8749 1.1102 2.1747 -0.062 0.022 0.027
F 2.4112 -0.2523 -0.5409 0.623 1.289 -0.378
Sb 2.6052 1.7220 -1.1317 0.293 0.277 -1.553
F 0.7476 1.4793 -1.6201 0.900 0.069 0.425
F 3.0536 0.7009 -2.6841 0.113 0.173 0.529
F 3.1864 3.1192 -2.2746 0.012 -0.121 0.084
F 4.1946 1.6809 -0.0875 -0.586 -0.198 -0.368
F 2.0044 3.2529 -0.1439 0.112 -0.640 -0.014
C -0.0953 -4.1826 -3.6716 0.329 -0.092 0.240
Si 1.1542 -4.0586 -2.2520 -0.173 0.830 0.617
C 1.3822 -5.7187 -1.3710 -0.012 0.317 -0.295
C 2.7797 -3.2520 -2.7842 -0.308 -0.357 -0.024
Se 0.1586 -2.6768 -0.6622 -0.161 -1.231 -0.906
H 0.1511 -4.9979 -4.3557 0.008 -0.023 -0.035
H -0.1268 -3.2532 -4.2411 0.042 0.049 0.026
H -1.0914 -4.3564 -3.2643 -0.006 -0.044 0.021
H 1.6495 -6.5237 -2.0587 0.012 -0.017 -0.035
H 0.4536 -5.9813 -0.8636 -0.032 -0.021 -0.032
H 2.1592 -5.6385 -0.6103 0.022 0.055 0.002
H 3.2613 -3.8023 -3.5965 0.032 -0.023 -0.016
H 3.4691 -3.2073 -1.9402 -0.021 -0.015 0.038
H 2.6046 -2.2282 -3.1173 -0.056 0.012 0.012
N 3.0504 1.8596 2.5709 -0.277 -0.297 0.114
C 1.7794 1.9106 2.2218 0.475 0.379 -0.366
O 1.3651 1.2662 1.2234 -0.009 0.585 0.729
C 0.8976 2.8728 2.9616 -0.106 -0.061 -0.044
I 1.4386 4.9076 2.5446 -0.032 -0.101 0.124
H 3.6724 1.2162 2.1020 -0.019 -0.047 -0.084
H 3.3955 2.3944 3.3481 -0.035 0.025 0.044
H 1.0127 2.7586 4.0326 -0.029 -0.106 0.081
H -0.1389 2.7477 2.6705 -0.001 -0.033 -0.064
```
Forces are in eV/Å.



Entry 4:
C8H18Si2 | ωB97M-V/def2-TZVPD

As for the energy above the lowest of the compared OMol25 structures with the same formula, charge and spin: 66.0 kcal per mole. As for the HOMO-LUMO gap: 0.3838 Ha.

```
28
Properties=species:S:1:pos:R:3:forces:R:3
C -0.1594 -0.2730 0.8781 -0.255 -0.374 -0.145
C -0.5404 -0.0060 -0.2384 -1.147 0.887 -1.280
C 2.7780 0.8487 1.7530 1.170 0.189 -1.593
C 0.9520 -2.6635 2.6256 4.154 4.326 -0.603
C -3.2658 0.5499 -2.0113 0.683 2.245 0.196
C -0.5663 2.0973 -2.6298 -2.559 -0.374 1.768
C -0.8521 -1.0455 -3.0874 -0.322 1.548 1.014
C 1.8352 0.5331 2.8403 -2.532 0.140 0.508
Si 0.4559 -0.7565 2.5077 -0.453 -0.021 2.253
Si -1.3265 0.4411 -1.9299 0.003 -0.583 -0.765
H 3.0148 0.0243 1.1049 -0.565 -0.884 -0.549
H 2.4780 1.6439 1.0565 0.250 0.027 0.517
H 3.7812 0.9437 2.1573 0.158 1.134 0.135
H 1.6596 -3.0701 1.9082 -0.478 0.226 -0.824
H 1.5644 -2.7707 3.4961 -0.015 0.090 1.184
H 0.1240 -3.1723 2.7165 -4.280 -3.018 0.344
H -3.6875 0.1319 -1.1091 -0.345 -0.402 0.099
H -3.5148 1.7080 -1.9385 0.250 -2.385 -0.499
H -3.6754 0.0630 -2.9399 0.411 0.682 0.984
H -1.3194 2.8844 -2.8211 -0.254 -0.826 -0.717
H -0.2443 2.5707 -1.7076 1.759 -0.095 -0.170
H 0.0142 1.8948 -3.5029 1.034 0.367 -0.032
H -0.2772 -1.8132 -2.5791 0.633 0.271 -0.176
H -1.8078 -1.5376 -3.2772 0.123 0.259 -0.876
H -0.3408 -0.4697 -3.8992 -0.483 -1.381 0.123
H 1.2823 1.4198 3.2469 0.457 -0.486 -0.549
H 2.4311 0.2344 3.6439 0.662 -0.815 1.679
H -0.7930 -0.4107 3.7363 1.940 -0.748 -2.025
```
Forces are in eV/Å.